Density functional theory data (the ωB97M-V functional and the def2-TZVPD basis) for a molecular structure, C38H51ClOP4ReSe at a distorted geometry.

The geometry in XYZ format:
```
97
Properties=species:S:1:pos:R:3:forces:R:3
P 0.5541 -2.1663 -4.6050 -0.694 1.419 2.962
C -0.9967 -2.0951 -5.4800 0.489 -0.341 -0.534
C -0.9324 -1.6242 -6.8012 -0.334 -0.341 0.537
H 0.0070 -1.1782 -7.1621 -0.617 -0.353 -0.043
C -2.0593 -1.7760 -7.5890 0.228 0.349 0.071
H -1.9938 -1.4488 -8.6097 -0.293 0.029 -0.351
C -3.2156 -2.3383 -7.0642 0.052 -0.024 -0.062
H -4.0761 -2.4512 -7.7008 -0.180 -0.048 -0.087
C -3.2793 -2.7553 -5.7406 0.190 0.087 0.290
H -4.1763 -3.1832 -5.3322 -0.338 -0.067 -0.061
C -2.1761 -2.6313 -4.9104 1.021 0.427 -0.452
H -2.1750 -2.9390 -3.8551 -0.102 0.006 -0.584
C 1.7498 -0.9693 -5.1909 -0.251 -1.035 -0.685
C 1.4061 0.3963 -5.2965 0.073 -0.791 0.196
H 0.4020 0.7356 -4.9993 0.550 -0.210 -0.248
C 2.3604 1.2640 -5.7925 -0.220 -0.058 0.110
H 2.1135 2.3059 -5.8627 0.050 0.390 -0.156
C 3.5969 0.7915 -6.2104 0.133 0.058 -0.002
H 4.3153 1.4711 -6.6334 0.132 0.158 -0.108
C 3.9117 -0.5530 -6.1014 0.304 -0.233 0.283
H 4.8541 -0.9394 -6.4388 0.422 0.120 -0.179
C 3.0174 -1.4533 -5.5558 -0.659 0.420 0.129
H 3.2380 -2.5236 -5.4431 -0.003 0.517 -0.255
C 1.1597 -3.8210 -4.3194 0.111 0.062 -0.972
C 1.1025 -4.6300 -5.4610 0.227 0.063 0.615
H 0.7022 -4.1976 -6.3902 0.297 -0.459 0.393
C 1.5585 -5.9278 -5.3560 -0.181 -0.042 -0.227
H 1.5313 -6.5284 -6.2424 0.096 -0.514 -0.179
C 2.0240 -6.4211 -4.1447 -0.041 0.196 -0.071
H 2.3637 -7.4385 -4.0882 0.097 -0.258 0.054
C 2.0515 -5.6169 -3.0120 0.030 0.185 0.108
H 2.4042 -5.9943 -2.0685 0.111 -0.285 0.149
C 1.6250 -4.3017 -3.0719 -0.496 0.717 -0.835
H 1.6154 -3.6343 -2.1913 0.005 -0.552 -0.624
Re -0.0896 -0.0837 -0.1030 0.707 0.345 0.469
C 1.9754 0.4007 0.1211 -0.392 0.268 0.645
C 2.9858 0.2520 -0.7549 -1.745 -1.044 -0.586
H 2.1535 0.8550 1.0798 0.837 0.435 0.476
C 2.5915 -0.4569 -2.0296 -1.356 -1.303 -2.430
O 3.3117 -1.7435 -2.1472 -0.791 1.327 0.205
H 3.0121 -2.2386 -2.9383 0.031 0.559 0.299
C 1.0399 -0.7223 -2.0266 1.185 0.652 2.045
H 2.7937 0.1574 -2.9714 -0.220 -0.710 1.132
C -0.1520 -1.0667 -1.7400 -1.920 -2.177 -4.205
Cl -2.5543 -0.6412 -0.3676 0.796 0.259 -0.179
P 0.1341 -1.9953 1.2129 0.296 -2.178 1.912
P -0.5734 2.0001 -0.9791 -0.738 3.218 -0.905
C -1.2212 -2.3187 2.3916 -0.058 0.020 -0.025
H -2.1680 -2.4171 1.8523 0.158 -0.007 0.090
H -1.3084 -1.4997 3.1165 0.019 -0.262 -0.153
H -0.9950 -3.2518 2.9215 -0.083 0.186 -0.074
C 0.2732 -3.5705 0.3182 -0.013 -0.151 -0.116
H 1.3008 -3.7073 -0.0411 -0.244 0.053 0.060
H -0.4133 -3.5822 -0.5372 0.138 -0.048 0.205
H 0.0144 -4.3848 1.0079 0.122 0.132 -0.213
C 1.5857 -2.0197 2.3263 0.105 -0.054 -0.038
H 1.5800 -1.1428 2.9869 -0.019 -0.220 -0.130
H 2.5110 -2.0160 1.7363 -0.207 0.002 0.119
H 1.5499 -2.9330 2.9362 0.056 0.249 -0.128
C -1.8287 3.0031 -0.1057 -0.040 -0.056 0.012
H -1.4160 3.4154 0.8219 -0.099 -0.041 -0.201
H -2.7047 2.3935 0.1362 0.123 0.062 -0.060
H -2.1303 3.8210 -0.7702 0.071 -0.101 0.201
C 0.8099 3.1943 -1.0834 0.146 0.020 -0.055
H 1.5944 2.8116 -1.7484 -0.183 0.051 0.126
H 1.2434 3.3567 -0.0882 -0.123 -0.027 -0.189
H 0.4433 4.1527 -1.4780 0.077 -0.262 0.113
C -1.2316 1.9925 -2.6758 -0.058 -0.141 -0.167
H -1.9425 1.1671 -2.7981 0.124 0.177 -0.002
H -0.4140 1.8844 -3.3979 -0.181 -0.032 0.182
H -1.7465 2.9474 -2.8417 0.148 -0.237 -0.063
P 4.6885 0.6300 -0.6745 0.546 -0.229 -0.531
C 4.9957 1.7837 0.6406 0.221 0.376 0.375
C 5.1004 1.3235 -2.2941 0.208 0.251 -0.014
H 4.7135 1.3282 1.6038 0.137 0.179 -0.338
H 4.4038 2.7002 0.4814 0.234 -0.352 0.052
H 6.0678 2.0399 0.6558 -0.388 -0.069 0.072
H 4.9207 0.5819 -3.0906 0.114 0.203 0.381
H 6.1590 1.6279 -2.3195 -0.361 -0.098 0.006
H 4.4641 2.2040 -2.4836 0.265 -0.277 0.078
C 5.5796 -0.9158 -0.4589 0.322 -0.091 0.203
H 5.1973 -1.4172 0.4435 0.191 0.175 -0.243
H 6.6596 -0.7312 -0.3574 -0.318 -0.062 -0.007
H 5.3736 -1.5629 -1.3247 0.098 0.330 0.328
H -1.1445 -1.4575 -2.1607 1.974 0.128 0.346
Se -0.4129 1.0041 2.1373 -0.806 0.939 1.591
C -2.1658 1.3087 2.8129 0.151 0.272 0.211
C -2.3176 2.3357 3.7692 -0.059 0.175 0.218
C -3.5732 2.6113 4.3105 0.141 -0.023 -0.062
C -4.6956 1.8545 3.9276 0.315 -0.015 -0.116
C -4.5461 0.8271 2.9881 0.172 0.090 0.100
C -3.2905 0.5685 2.4446 -0.453 -0.618 -0.500
H -1.4401 2.9093 4.0691 -0.278 -0.069 0.023
H -3.6863 3.4201 5.0400 0.093 -0.361 -0.308
H -5.6770 2.0639 4.3582 0.349 -0.026 -0.122
H -5.4069 0.2259 2.6734 0.407 0.280 0.155
H -3.1835 -0.2059 1.6846 -0.152 0.336 0.542
```
Forces are in eV/Å.

Summary:
**Total charge**: +2
**E_LUMO (alpha / beta)**: -4.38 / -8.04 eV
**Spin multiplicity**: 4
**HOMO energy (alpha / beta)**: -10.91 / -10.90 eV
**Kohn-Sham gap (alpha / beta)**: 0.2399 / 0.1052 Ha
**F_max**: 5.11 eV/Å
**<S²>**: 3.791

Density functional theory data (the ωB97M-V functional and the def2-TZVPD basis) for a molecular structure, C38H51CrN4O8SSi at a distorted geometry.

The geometry in XYZ format:
```
104
Properties=species:S:1:pos:R:3:forces:R:3
Cr 0.2901 -0.1288 0.3609 0.977 -1.138 0.219
O -1.3127 -0.4247 4.0932 -0.142 -0.021 0.166
C -1.0506 -0.3769 2.9050 0.135 0.129 -0.287
N 0.0746 0.0475 2.2956 0.278 -0.083 0.535
C 0.9755 0.9521 2.9018 -0.125 0.092 -0.197
C 1.3370 1.0008 4.2372 0.020 -0.107 -0.014
C 2.2684 1.9489 4.6551 0.023 0.005 0.001
C 2.8073 2.8501 3.7533 -0.006 -0.032 -0.011
C 2.4089 2.8462 2.4171 -0.013 -0.013 -0.026
C 1.4887 1.8994 1.9871 -0.099 -0.077 -0.181
N 1.0013 1.7094 0.6656 0.288 0.394 0.066
C 1.4250 2.4075 -0.3992 -0.255 -0.062 0.201
O 2.0917 3.4352 -0.4535 0.071 0.096 -0.072
C 0.9868 1.7426 -1.6962 0.060 -0.073 0.244
C 1.2053 2.3420 -2.9198 -0.020 0.141 -0.176
C 0.8462 1.6608 -4.0711 -0.015 -0.014 0.030
C 0.2878 0.3945 -3.9577 -0.039 0.024 -0.086
C 0.1212 -0.1504 -2.6989 0.141 -0.217 0.143
N 0.4697 0.5082 -1.5884 -0.070 0.361 -0.738
C -2.0882 -0.6822 1.8467 0.230 0.125 0.086
C -3.3996 -0.9670 2.1619 -0.191 -0.137 0.154
C -4.3202 -1.0927 1.1383 0.065 0.132 0.002
C -3.8853 -0.9457 -0.1694 -0.071 0.088 -0.024
C -2.5570 -0.6610 -0.4001 0.101 0.062 -0.016
N -1.6769 -0.5043 0.5884 -0.839 0.104 -0.108
H 0.9002 0.2985 4.9317 0.023 -0.021 -0.017
H 2.5779 1.9686 5.6930 -0.026 0.016 -0.015
H 3.5515 3.5652 4.0824 -0.053 0.027 -0.003
H 2.8071 3.5634 1.7170 -0.003 0.003 -0.022
H 1.6573 3.3240 -2.9371 0.011 -0.009 0.037
H 1.0077 2.1027 -5.0472 -0.022 0.001 0.044
H -0.0111 -0.1690 -4.8316 0.032 -0.012 0.031
H -0.2502 -1.1589 -2.5431 0.003 0.037 -0.002
H -3.6659 -1.0621 3.2060 0.034 -0.007 -0.010
H -5.3603 -1.3046 1.3497 0.002 0.009 0.019
H -4.5676 -1.0351 -1.0030 0.024 -0.029 -0.004
H -2.1838 -0.5289 -1.4058 0.013 -0.002 0.000
O -1.8665 2.2864 -0.1050 -0.261 0.016 -0.128
H -1.8365 2.7360 -0.9556 0.024 0.155 0.114
H -1.4294 2.8696 0.5258 0.108 -0.029 -0.091
C 3.0939 -3.9248 1.3889 -0.037 0.068 -0.120
C 1.6713 -4.4043 1.6507 0.032 -0.014 0.043
C 1.7035 -5.8142 2.2261 -0.043 -0.044 -0.038
C 0.9769 -3.4430 2.6122 -0.132 -0.042 -0.177
O 0.9922 -4.4955 0.3847 -0.055 0.032 0.010
Si -0.0816 -3.5002 -0.3665 0.012 0.211 0.043
O 0.3014 -1.9564 -0.2945 0.234 0.180 0.028
O -0.1813 -3.9778 -1.9398 0.044 -0.138 0.057
C 0.5038 -4.7552 -2.9194 -0.017 -0.081 -0.030
C 1.6405 -3.9379 -3.5243 -0.004 0.108 0.109
C -0.5261 -5.0681 -4.0001 -0.049 0.102 0.017
C 1.0670 -6.0524 -2.3413 -0.066 0.062 0.097
O -1.5945 -3.6440 0.2705 -0.041 -0.073 0.033
C -2.4445 -4.7659 0.5229 0.015 -0.151 0.003
C -2.3251 -5.1444 1.9939 0.009 0.034 0.009
C -2.0827 -5.9674 -0.3474 0.150 0.139 -0.002
C -3.8661 -4.3182 0.2186 -0.023 0.083 -0.016
H 3.7065 -4.0303 2.2874 -0.005 0.009 -0.034
H 3.0709 -2.8727 1.1047 0.048 0.033 -0.061
H 3.5391 -4.5097 0.5793 0.026 -0.007 0.075
H 2.2703 -5.8292 3.1597 -0.028 -0.015 -0.038
H 2.1759 -6.4963 1.5156 -0.018 0.007 0.030
H 0.6932 -6.1718 2.4300 0.028 -0.019 -0.010
H 1.4267 -3.5197 3.6042 -0.025 0.030 -0.020
H -0.0896 -3.6720 2.6883 0.114 -0.001 0.074
H 1.0778 -2.4165 2.2600 0.007 0.021 0.048
H 1.2839 -2.9423 -3.8022 0.021 -0.036 0.001
H 2.0290 -4.4336 -4.4159 0.031 0.023 0.025
H 2.4542 -3.8339 -2.8041 0.002 0.016 -0.021
H -0.9275 -4.1359 -4.4067 0.014 -0.067 -0.020
H -1.3521 -5.6409 -3.5771 0.005 0.003 -0.013
H -0.0772 -5.6471 -4.8098 -0.014 0.018 0.019
H 1.6506 -5.8382 -1.4462 0.022 -0.042 -0.048
H 1.7075 -6.5404 -3.0803 -0.065 0.001 0.019
H 0.2615 -6.7378 -2.0706 0.033 0.018 0.005
H -1.3156 -5.4970 2.2067 -0.043 0.000 0.031
H -3.0297 -5.9427 2.2393 0.018 0.035 0.020
H -2.5350 -4.2776 2.6257 0.006 -0.039 -0.016
H -1.0605 -6.2908 -0.1315 -0.060 -0.024 -0.031
H -2.1460 -5.6971 -1.4020 -0.020 -0.050 0.013
H -2.7643 -6.7962 -0.1463 0.027 0.022 0.000
H -4.1472 -3.5012 0.8861 0.009 -0.206 -0.092
H -4.5689 -5.1434 0.3514 0.018 0.010 -0.008
H -3.9261 -3.9584 -0.8120 -0.035 -0.031 0.042
C 9.1120 0.3316 1.5898 -0.087 0.093 -0.011
C 7.7014 0.2446 1.0675 0.072 -0.019 -0.043
C 6.6624 -0.2121 1.8705 0.010 0.053 0.012
C 5.3641 -0.3008 1.3848 -0.120 -0.056 0.117
C 5.1174 0.0657 0.0772 0.070 0.175 -0.167
C 6.1266 0.5631 -0.7392 0.007 -0.068 0.037
C 7.4157 0.6410 -0.2408 -0.050 0.010 -0.011
S 3.4767 -0.0566 -0.5964 -0.008 -0.133 0.226
C 3.6940 -1.5634 -1.5610 -0.086 0.104 0.029
O 2.6021 -0.4628 0.5660 -0.416 -0.102 -0.167
H 9.2298 -0.2318 2.5145 -0.007 0.002 -0.018
H 9.3820 1.3709 1.7919 0.003 -0.028 0.011
H 9.8206 -0.0522 0.8559 0.012 -0.017 0.018
H 6.8672 -0.4891 2.8984 -0.013 -0.032 -0.040
H 4.5426 -0.6389 2.0080 0.071 0.017 -0.041
H 5.9016 0.8779 -1.7538 0.051 0.021 0.063
H 8.2107 1.0287 -0.8687 -0.023 -0.049 0.020
H 4.3557 -2.2464 -1.0352 -0.039 -0.064 0.029
H 4.0891 -1.3090 -2.5464 -0.024 -0.015 0.075
H 2.6851 -1.9731 -1.6339 0.018 -0.007 -0.060
```
Forces are in eV/Å.

Summary:
**E_LUMO (alpha / beta)**: -0.08 / -0.25 eV
**Spin multiplicity**: 4
**HOMO energy (alpha / beta)**: -7.07 / -7.31 eV
**Kohn-Sham gap (alpha / beta)**: 0.2569 / 0.2595 Ha
**F_max**: 1.52 eV/Å
**<S²>**: 3.775